No. 1
{"formula": "C16H20IN2SV", "method": "the ωB97M-V functional and the def2-TZVPD basis", "symbols": ["V", "C", "C", "C", "C", "C", "C", "C", "C", "C", "C", "H", "H", "H", "H", "H", "H", "H", "H", "H", "H", "H", "H", "H", "H", "I", "N", "C", "S", "C", "C", "C", "N", "C", "C", "H", "H", "H", "H", "H", "H"], "xyz": [[0.254500, 0.403885, 0.547116], [1.846131, -1.784941, 3.200196], [0.656949, -1.053349, 3.843920], [1.119169, -0.085104, 4.925896], [-0.237231, -0.405195, 2.809197], [-0.509522, 0.980883, 2.764397], [-1.378159, 1.519078, 1.800828], [-2.091708, 0.697933, 0.903721], [-3.159024, 1.280659, 0.023270], [-1.823192, -0.684971, 0.950006], [-0.886071, -1.209554, 1.850178], [2.316855, -2.431141, 3.938843], [2.595486, -1.071692, 2.855396], [1.550504, -2.417789, 2.360993], [0.021241, -1.814951, 4.307644], [1.794648, 0.674041, 4.521414], [1.673177, -0.636801, 5.684029], [0.286799, 0.409564, 5.430254], [-0.048895, 1.639945, 3.486223], [-1.557164, 2.586569, 1.789405], [-4.031976, 1.491987, 0.643859], [-3.474268, 0.592776, -0.757833], [-2.847416, 2.221299, -0.429465], [-2.370387, -1.360839, 0.304396], [-0.713099, -2.278256, 1.864532], [2.384154, 1.571336, 1.144828], [1.551044, 0.119986, -6.406836], [0.369066, -0.038331, -5.791963], [-1.037592, -0.278909, -6.582879], [0.395001, 0.032887, -4.287697], [1.549696, 0.279785, -3.546236], [1.498924, 0.350877, -2.174485], [0.349931, 0.187306, -1.476342], [-0.773283, -0.073219, -2.205467], [-0.784833, -0.150663, -3.568180], [1.569120, 0.081587, -7.414520], [2.424493, 0.262651, -5.936047], [2.515777, 0.429114, -4.003963], [2.396438, 0.543476, -1.609019], [-1.689811, -0.227209, -1.660800], [-1.705486, -0.354719, -4.098813]], "forces_ev_per_a": [[0.58, 0.31, 0.13], [-0.04, 0.05, 0.02], [0.07, 0.05, -0.03], [0.04, -0.01, 0.02], [0.01, 0.02, -0.09], [-0.13, -0.13, -0.08], [-0.14, -0.09, 0.19], [-0.12, 0.02, 0.07], [0.09, -0.01, 0.00], [-0.02, 0.04, 0.15], [-0.26, -0.05, 0.10], [0.01, 0.01, 0.00], [0.00, 0.00, -0.01], [-0.01, -0.02, 0.01], [-0.05, -0.01, 0.01], [-0.02, -0.01, 0.01], [0.00, 0.02, -0.01], [0.02, -0.03, -0.02], [0.09, 0.03, -0.05], [0.07, 0.06, -0.04], [-0.02, 0.01, 0.01], [-0.01, -0.02, 0.01], [0.02, 0.00, 0.00], [0.09, -0.01, -0.10], [0.06, -0.03, -0.07], [-0.14, -0.01, 0.08], [-0.15, -0.03, -0.04], [0.16, 0.05, 0.04], [-0.06, -0.02, -0.06], [0.11, 0.02, -0.04], [0.01, -0.01, -0.12], [-0.13, -0.06, 0.16], [-0.33, -0.19, -0.48], [0.21, 0.05, 0.20], [-0.05, -0.03, -0.10], [0.00, 0.00, 0.01], [0.03, -0.01, 0.01], [0.01, 0.01, 0.01], [0.00, 0.02, 0.04], [0.00, 0.02, 0.06], [0.02, 0.00, -0.01]], "largest_force_ev_per_a": 0.7, "energy_ha": -2370.55306, "s_squared": 2.0619, "spin_multiplicity": 3, "molar_mass_g_mol": 450.265, "total_charge": 2}

No. 2
{"formula": "C9H15N5", "method": "the ωB97M-V functional and the def2-TZVPD basis", "symbols": ["C", "C", "C", "C", "C", "C", "C", "C", "C", "N", "N", "N", "N", "N", "H", "H", "H", "H", "H", "H", "H", "H", "H", "H", "H", "H", "H", "H", "H"], "xyz": [[2.276963, 1.490755, -0.349742], [4.216610, 0.659816, 0.261789], [1.637802, 0.252977, -0.207184], [2.483519, -0.845132, 0.091138], [0.756946, -2.460962, -0.144491], [0.123719, -0.002900, -0.566944], [-0.233658, 0.392109, -2.066330], [-2.366428, 0.089418, 0.465001], [-0.433889, 0.653001, 1.807329], [3.508121, 1.723393, -0.048005], [3.764761, -0.594205, 0.352847], [-0.110947, -1.426025, -0.432335], [2.039353, -2.173052, 0.048624], [-0.873883, 0.687246, 0.438015], [1.783282, 2.341673, -0.691258], [5.326921, 0.874094, 0.397748], [0.588070, -3.477978, -0.379403], [-1.110184, -0.057203, -2.317538], [0.618093, -0.177960, -2.683231], [-0.047559, 1.484392, -2.261988], [-2.423151, -1.016995, 0.757910], [-2.902472, 0.701400, 1.154528], [-2.770104, -0.017648, -0.556475], [-0.476650, -0.273944, 2.362911], [0.495005, 1.243064, 1.942426], [-1.148090, 1.374549, 2.448781], [-1.108618, -1.740059, -0.648173], [2.664200, -2.985715, 0.208179], [-1.057856, 1.656729, 0.057900]], "forces_ev_per_a": [[-1.40, -1.04, 0.50], [2.17, -0.45, 0.54], [-1.29, -1.40, -0.56], [0.89, 2.76, 0.20], [1.11, 4.20, -1.60], [1.06, 0.34, -0.79], [5.67, 0.18, 1.01], [1.25, -2.31, -1.44], [-0.53, 4.29, 3.55], [1.15, 0.12, -0.23], [-0.23, -0.83, -0.36], [-1.25, -3.54, 0.50], [-1.04, -1.18, 0.64], [-2.17, -0.89, -1.63], [-1.37, 1.29, -0.54], [-1.58, -0.78, 0.13], [-1.18, -0.96, 0.33], [-2.83, -0.58, -1.01], [-1.89, 1.30, 1.20], [-0.78, -1.08, 0.13], [0.71, 1.74, 0.49], [-0.50, 0.39, 0.13], [0.07, 1.13, 0.33], [0.22, -0.52, -0.68], [-0.14, -0.99, -0.24], [1.16, -1.68, -1.52], [2.08, 0.43, 0.20], [0.00, 1.04, -0.09], [0.64, -1.00, 0.81]], "largest_force_ev_per_a": 5.8, "energy_ha": -625.05287, "molar_mass_g_mol": 193.254, "total_charge": 2}

No. 3
{"formula": "C3H10O", "method": "the ωB97M-V functional and the def2-TZVPD basis", "symbols": ["C", "H", "H", "H", "H", "C", "O", "C", "H", "H", "H", "H", "H", "H"], "xyz": [[-1.978896, 1.777161, 0.286014], [-0.879827, 2.264735, 0.230758], [-2.078337, 1.052835, -0.481724], [-2.020690, 1.311442, 1.369454], [-2.690650, 2.589853, 0.039213], [1.257650, -0.503005, -0.248748], [1.713753, -0.939294, -1.572470], [0.746503, -1.694626, 0.550496], [0.396043, 0.211813, -0.462098], [1.953075, 0.010603, 0.328355], [1.689868, -0.106388, -2.160326], [-0.136261, -2.153293, 0.099594], [0.468457, -1.322386, 1.503762], [1.559313, -2.499451, 0.517721]], "forces_ev_per_a": [[2.54, 1.53, 2.11], [-2.47, -1.13, -0.05], [0.08, -0.94, -0.49], [-0.42, 1.05, -2.33], [0.25, -0.50, 0.77], [-3.15, -0.52, -2.32], [0.01, 2.29, -0.15], [1.23, -1.04, -1.89], [0.91, -0.73, 0.59], [1.80, 0.92, 0.64], [0.16, -2.10, 1.39], [0.05, 0.17, -0.11], [0.06, -0.11, 1.22], [-1.06, 1.10, 0.64]], "largest_force_ev_per_a": 3.9, "energy_ha": -195.48954, "molar_mass_g_mol": 62.112, "total_charge": 0}

No. 4
{"formula": "C7H10N2", "method": "the ωB97M-V functional and the def2-TZVPD basis", "symbols": ["C", "C", "C", "C", "C", "C", "C", "H", "H", "H", "H", "H", "H", "H", "H", "H", "H", "N", "N"], "xyz": [[-0.690331, -1.324730, 0.540927], [-1.608671, -0.096289, 0.150318], [-0.150999, 1.463984, -0.552028], [-0.804470, 0.097753, -1.251744], [0.112386, -1.081957, -0.712333], [1.925703, -0.225253, 0.766246], [1.292991, 0.987086, -0.147694], [-0.534545, -1.173061, 1.562564], [-1.379086, -2.086810, 0.173604], [-2.613230, -0.157308, 0.170889], [-0.906875, 1.281399, 1.573641], [-0.140952, 2.524248, -0.697856], [-1.063534, -0.215179, -2.308276], [0.004750, -2.120005, -1.158411], [2.919448, -0.039264, 0.998512], [1.275718, -0.475732, 1.736153], [2.017612, 1.747417, -0.611480], [-1.153157, 1.270205, 0.614830], [1.497250, -0.376496, -0.847854]], "forces_ev_per_a": [[-3.65, 2.41, -1.62], [3.88, 2.23, -1.39], [-0.33, -3.46, 4.12], [-0.16, -1.15, 1.24], [1.95, 1.45, -1.62], [-4.48, 2.82, -1.67], [1.54, -1.64, -2.65], [0.97, -0.95, 1.46], [0.32, -0.90, 1.32], [-3.43, -0.63, 0.29], [1.04, 0.30, 0.84], [-0.08, 0.32, -1.48], [-0.32, 1.57, 1.14], [1.16, 1.78, -0.83], [1.82, 0.04, -0.01], [1.37, -0.04, -2.85], [-0.57, -1.34, 1.09], [-1.03, -1.72, -2.89], [0.03, -1.08, 5.50]], "largest_force_ev_per_a": 5.6, "energy_ha": -381.97849, "molar_mass_g_mol": 122.171, "total_charge": 0}

Q: Number 3 is which compound?
A: C3H10O